19
Properties=species:S:1:pos:R:3:forces:R:3 method="wB97M-V/def2-TZVPD" charge=+1 homo_ev="-12.33 / -12.32" de_lowest_kj_mol=105.3 multiplicity=2 s_squared=0.75 homo_lumo_gap_ev="7.31 / 3.31"
C -0.337582 -1.111788 2.167028 -0.28 0.95 0.27
S 1.341990 -1.226320 1.403775 -1.16 -0.90 0.57
S 1.199218 -2.950975 0.237217 -0.60 0.79 0.00
H -1.063341 -1.527307 1.457629 0.25 -0.19 0.14
H -0.639441 -0.040965 2.363384 0.82 -0.95 -0.32
H -0.372945 -1.628596 3.168595 0.39 0.12 -1.07
H 1.720148 -3.834511 1.094096 0.52 0.09 0.40
C 0.954676 1.836824 -0.635062 -0.24 -0.20 -0.40
N -0.292760 1.771164 -1.384879 0.30 0.24 0.00
C -1.198150 0.716905 -0.998492 0.58 -0.60 0.64
N -0.663183 -0.632512 -1.373021 -0.09 1.36 0.52
H 1.422572 2.808498 -0.854472 0.26 -0.68 -0.09
H 0.844890 1.799596 0.459826 -0.28 -0.03 0.19
H 1.563260 0.957863 -0.929305 0.23 0.83 0.05
H -0.739940 2.675324 -1.392957 -0.21 -0.01 -0.04
H -2.113479 0.823354 -1.571402 -0.31 0.19 0.43
H -1.340884 0.752115 0.127621 -0.33 -0.29 -1.02
H -0.560200 -0.543582 -2.391460 0.37 -0.45 0.42
H 0.275151 -0.645089 -0.948122 -0.24 -0.26 -0.68